No. 1
An isolated ion of composition C4H10NO2 and charge +1 in a non-equilibrium geometry. Source: the Open Molecules 2025 dataset; level of theory: the ωB97M-V functional and the def2-TZVPD basis.

```
17
Properties=species:S:1:pos:R:3:lowdin_charge:R:1
O -1.35132 -0.13110 -0.69824 -0.048
O -1.01595 -0.64564 1.81454 0.098
N 0.76285 -0.75537 0.40843 0.154
C -0.15409 1.48022 0.95594 0.032
C -0.46324 0.03554 0.71460 -0.411
C -0.38306 -0.15250 -1.69701 -0.207
C 0.82045 -0.97670 -1.14152 -0.010
H -1.17384 1.92454 0.85271 0.132
H -0.04269 0.88671 -1.89634 0.134
H 0.42477 1.98740 0.10895 0.137
H 1.78037 -0.47606 -1.41318 0.140
H -1.54729 -0.11800 2.40056 0.126
H 0.66478 -2.00661 -1.54883 0.153
H 0.68553 -1.61205 0.89739 0.160
H 1.66225 -0.28400 0.74207 0.223
H -0.86466 -0.72978 -2.41401 0.116
H 0.19515 1.57340 1.91395 0.072
```

As for the SMILES: C[C@]1(O)[NH2+]CCO1. As for the HOMO energy: -14.86 eV. The spin multiplicity is 1. The value obtained for the total energy is -9886.802 eV. As for the HOMO-LUMO gap: 11.29 eV. As for the charge: +1. The value obtained for the energy relative to the best compared isomer or geometry (same formula, charge and spin) is 2.7858 eV. The value obtained for the LUMO energy is -3.6 eV.

---

No. 2
C14H28CdFO6PS as an isolated structure in a non-equilibrium geometry. Source: the Open Molecules 2025 dataset; level of theory: the ωB97M-V functional and the def2-TZVPD basis.

```
52
Properties=species:S:1:pos:R:3:lowdin_charge:R:1
Cd 1.79054 4.50438 -2.43664 1.557
S -1.68967 1.04105 -1.94002 0.680
P 3.01040 -1.15623 -0.24227 0.497
F -3.42590 2.27240 2.07370 0.002
O -0.55085 0.31264 -2.45365 -0.301
O -2.98645 0.53516 -2.62859 -0.189
O 3.83729 -2.18384 -0.89884 -0.174
O 3.30376 0.35188 -0.79696 -0.141
O -1.66601 2.46521 -2.09512 -0.279
O 3.22182 -0.93816 1.28060 -0.191
C -1.03700 -0.63234 0.15722 -0.123
C 1.27119 -1.36121 -0.60167 -0.180
C 1.79147 1.77732 -2.01119 -0.089
C 2.85882 0.65268 -2.08615 -0.209
C -3.91057 -0.90324 -0.88579 -0.130
C -3.33670 -0.84166 -2.29809 -0.143
C -1.83759 0.80002 3.04490 -0.017
C -1.55702 1.84620 0.66400 -0.110
C -2.07396 1.95524 2.09800 -0.364
C -1.92901 0.59612 -0.15258 -0.394
C 3.21654 -2.11403 2.15729 -0.228
C 4.62179 -2.55929 2.46448 -0.056
C -3.41622 0.23450 0.00711 -0.134
C 0.45396 -0.27436 0.11102 -0.214
H 0.94805 -2.37358 -0.35479 0.125
H 2.36925 -0.18450 -2.59432 0.143
H -1.19681 -1.42631 -0.56951 0.113
H 5.17490 -1.73799 2.91646 0.089
H -0.47337 1.97905 0.71876 0.113
H -3.61669 -0.01613 1.04494 0.122
H -2.15469 1.09926 4.04197 0.098
H -2.39219 -0.09776 2.78437 0.075
H -0.76949 0.58539 3.10721 0.089
H 4.58566 -3.38178 3.17613 0.094
H 0.90075 1.59857 -2.61803 0.055
H 5.14276 -2.87568 1.56364 0.083
H 2.70472 -1.79935 3.06289 0.124
H -1.93854 2.71778 0.13733 0.115
H -1.56126 2.82209 2.52459 0.147
H -1.33221 -1.04451 1.12033 0.127
H 1.52857 1.98149 -0.97514 0.076
H 2.62565 -2.92043 1.71727 0.120
H -4.99643 -0.85693 -0.93145 0.129
H -3.98985 1.13744 -0.20305 0.139
H 3.72042 0.92889 -2.69124 0.147
H -3.66574 -1.88099 -0.46810 0.128
H -2.46197 -1.47387 -2.44513 0.119
H 0.51014 0.60085 -0.53065 0.038
H 2.38246 2.69134 -2.42699 -0.028
H 1.17096 -1.26388 -1.68226 0.087
H 0.89159 -0.03682 1.08061 0.121
H -4.06727 -1.15210 -3.03659 0.140
```

As for the HOMO energy: -15.73 eV. The spin multiplicity is 1. The value obtained for the total energy is -54643.045 eV. As for the HOMO-LUMO gap: 2.81 eV. As for the charge: +2. The value obtained for the energy relative to the best compared isomer or geometry (same formula, charge and spin) is 0.0000 eV. The value obtained for the LUMO energy is -12.9 eV.